{"formula": "CH5NO2P", "method": "ωB97M-V/def2-TZVPD", "symbols": ["C", "P", "O", "O", "N", "H", "H", "H", "H", "H"], "positions_angstrom": [[0.677659, 0.893460, -0.194093], [-1.221115, 1.149976, -0.199046], [-1.648166, 0.411219, 1.571064], [-1.637104, -0.219786, -1.107138], [-1.809596, -1.419207, -0.281847], [1.030523, 1.952859, -0.451179], [0.807906, 0.209889, -1.219682], [1.119853, 0.484607, 0.752665], [-1.083866, -2.039364, -0.489076], [-1.981793, -0.780522, 0.661875]], "forces_ev_per_angstrom": [[-0.356, 0.080, -2.373], [-0.274, -3.185, 4.603], [0.824, 2.123, -5.050], [0.025, 0.300, -0.267], [-3.188, 2.613, 0.551], [0.123, -1.493, 0.484], [0.087, 1.612, 2.859], [-0.425, 0.276, -1.095], [1.864, -0.513, 0.248], [1.321, -1.813, 0.040]], "de_lowest_kj_mol": 572.6, "charge": -1, "max_force_ev_per_a": 5.60}

***

{"formula": "C42H105N7O14", "method": "ωB97M-V/def2-TZVPD", "symbols": ["C", "O", "C", "C", "N", "C", "C", "O", "C", "H", "H", "H", "H", "H", "H", "H", "H", "H", "H", "H", "H", "H", "H", "H", "C", "O", "C", "C", "N", "C", "C", "O", "C", "H", "H", "H", "H", "H", "H", "H", "H", "H", "H", "H", "H", "H", "H", "H", "C", "O", "C", "C", "N", "C", "C", "O", "C", "H", "H", "H", "H", "H", "H", "H", "H", "H", "H", "H", "H", "H", "H", "H", "C", "O", "C", "C", "N", "C", "C", "O", "C", "H", "H", "H", "H", "H", "H", "H", "H", "H", "H", "H", "H", "H", "H", "H", "C", "O", "C", "C", "N", "C", "C", "O", "C", "H", "H", "H", "H", "H", "H", "H", "H", "H", "H", "H", "H", "H", "H", "H", "C", "O", "C", "C", "N", "C", "C", "O", "C", "H", "H", "H", "H", "H", "H", "H", "H", "H", "H", "H", "H", "H", "H", "H", "C", "O", "C", "C", "N", "C", "C", "O", "C", "H", "H", "H", "H", "H", "H", "H", "H", "H", "H", "H", "H", "H", "H", "H"], "positions_angstrom": [[3.655357, 10.106108, 1.242095], [3.673597, 8.779950, 1.289733], [3.194244, 8.089616, 2.418016], [3.432654, 6.592754, 2.542794], [2.878043, 5.941881, 1.400234], [3.320891, 4.582368, 1.189530], [3.087038, 4.166236, -0.290992], [3.812503, 3.006010, -0.589662], [2.911177, 1.836308, -0.286621], [4.251634, 10.481193, 2.073872], [2.635210, 10.475776, 1.345791], [4.040647, 10.388478, 0.262341], [2.167730, 8.428572, 2.557591], [3.588472, 8.547500, 3.325230], [3.172236, 6.117536, 3.488550], [4.513765, 6.476966, 2.619607], [3.137721, 6.468108, 0.578187], [2.790814, 3.925270, 1.878994], [4.368791, 4.426633, 1.445939], [3.506018, 4.928153, -0.948281], [2.022789, 4.089586, -0.513670], [3.552141, 0.965750, -0.425932], [2.390004, 1.819544, -1.243796], [2.382498, 1.749722, 0.662634], [7.697356, -4.583646, -3.798877], [6.722230, -4.086756, -4.774008], [5.368392, -4.397690, -4.397062], [4.468554, -3.505036, -5.380812], [3.071270, -3.804361, -5.590117], [2.215198, -3.471055, -4.486386], [1.634752, -2.042801, -4.542118], [0.587063, -1.921068, -5.388790], [-0.176646, -0.695512, -5.307159], [7.650433, -4.345073, -2.736352], [8.689841, -4.330606, -4.171777], [7.817408, -5.663357, -3.887788], [5.135706, -4.245773, -3.343082], [5.186069, -5.443749, -4.643265], [4.953010, -3.736142, -6.329498], [4.477570, -2.447482, -5.117027], [2.884812, -3.242909, -6.408719], [2.808057, -3.636565, -3.586816], [1.352783, -4.137462, -4.501739], [2.345618, -1.226103, -4.667770], [1.203648, -1.910039, -3.549842], [-1.249539, -0.876100, -5.373394], [0.007397, -0.189499, -6.254880], [0.031588, -0.056415, -4.449081], [-3.267535, 0.954597, 2.501355], [-2.903540, -0.476188, 2.362189], [-3.947410, -1.410143, 2.492079], [-3.449955, -2.856442, 2.595758], [-2.876489, -3.332869, 1.364211], [-2.628537, -4.820945, 1.357217], [-3.898352, -5.730847, 1.249038], [-3.411538, -7.055514, 1.448166], [-4.526325, -7.999433, 1.441256], [-2.415109, 1.633204, 2.470533], [-3.738292, 1.046774, 3.480131], [-3.942415, 1.323236, 1.728870], [-4.500615, -1.215357, 1.573321], [-4.418674, -1.130695, 3.434370], [-4.332176, -3.433268, 2.873364], [-2.852679, -2.902956, 3.506360], [-2.032153, -2.817269, 1.160851], [-2.099855, -5.087465, 2.272407], [-1.996172, -5.139895, 0.528668], [-4.364253, -5.597509, 0.272685], [-4.519747, -5.432092, 2.093267], [-5.167504, -7.892344, 2.316197], [-4.334224, -9.052574, 1.236095], [-5.262025, -7.767247, 0.671237], [-1.478179, -1.535512, -2.096436], [-0.743444, -1.492272, -0.855187], [-0.794057, -0.236455, -0.210937], [0.172615, -0.075037, 0.953565], [-0.325377, -0.851683, 2.124077], [0.533730, -1.004425, 3.265930], [1.113107, 0.333975, 3.810749], [2.128172, 0.906912, 2.999866], [3.405596, 0.258870, 2.752740], [-1.528003, -2.599248, -2.328977], [-0.776620, -1.110360, -2.814189], [-2.474665, -1.095912, -2.139667], [-1.852698, -0.111107, 0.016349], [-0.372266, 0.447364, -0.947553], [0.177573, 0.973911, 1.249873], [1.160581, -0.417370, 0.645613], [-1.281807, -0.567466, 2.280776], [1.335674, -1.690810, 2.994138], [0.029892, -1.584943, 4.038756], [1.502397, 0.163237, 4.814452], [0.256096, 1.005000, 3.868613], [3.856265, 0.535831, 1.799708], [3.346572, -0.829304, 2.730214], [4.077955, 0.433906, 3.592627], [-5.058490, 3.070715, -1.844861], [-4.052726, 3.725025, -1.107563], [-2.834030, 3.009359, -1.240993], [-1.614083, 3.789748, -0.668350], [-1.589644, 3.672240, 0.742560], [-0.843614, 4.724024, 1.407815], [-1.238971, 4.585405, 2.828143], [-2.648031, 4.399067, 2.989330], [-3.298784, 5.584780, 3.441727], [-4.790251, 2.925347, -2.891289], [-5.897320, 3.765599, -1.885035], [-5.359741, 2.279044, -1.158855], [-2.532750, 2.816989, -2.270716], [-2.880048, 2.003163, -0.824404], [-1.586734, 4.826011, -1.005261], [-0.666559, 3.465462, -1.098604], [-2.458661, 3.735794, 1.253313], [-1.143671, 5.658845, 0.934335], [0.197259, 4.478828, 1.196726], [-0.759408, 5.397986, 3.373886], [-0.730489, 3.708302, 3.228427], [-2.751986, 5.981482, 4.297150], [-4.355445, 5.384021, 3.618521], [-3.368392, 6.368170, 2.687027], [-5.129804, -3.603948, -3.657278], [-6.252027, -2.802710, -3.632887], [-5.954880, -1.488085, -3.203942], [-7.263726, -0.703097, -3.027054], [-8.013173, -1.009296, -1.733012], [-8.052248, -2.429949, -1.340768], [-8.700812, -2.614844, 0.020348], [-10.104213, -2.729725, -0.121095], [-10.931565, -2.846242, 1.037263], [-4.660965, -3.751905, -2.684442], [-4.443154, -3.168141, -4.383004], [-5.385685, -4.563951, -4.105625], [-5.325826, -1.027847, -3.965899], [-5.319756, -1.469819, -2.318299], [-7.790125, -0.933358, -3.953329], [-7.033579, 0.362214, -3.042630], [-8.845837, -0.476178, -1.526709], [-7.041277, -2.836662, -1.365695], [-8.568055, -3.020892, -2.097619], [-8.399414, -1.858091, 0.744629], [-8.402745, -3.579649, 0.430707], [-10.666539, -2.081401, 1.767237], [-10.764449, -3.815129, 1.507832], [-11.998114, -2.916116, 0.823468], [9.563433, 1.791953, 4.076851], [9.342623, 0.684663, 3.207503], [8.047528, 0.537788, 2.688026], [7.832039, -0.643754, 1.780312], [6.625258, -0.468002, 0.989445], [6.314909, -1.629360, 0.155337], [5.028073, -1.459587, -0.704048], [4.526419, -2.722639, -1.020403], [3.240737, -3.013665, -0.408159], [9.081751, 1.784471, 5.054619], [9.214669, 2.729898, 3.644736], [10.597150, 1.759029, 4.421022], [8.060512, 1.472109, 2.126793], [7.379557, 0.611927, 3.546181], [7.806476, -1.519847, 2.428305], [8.711848, -0.836741, 1.166486], [6.692469, 0.445347, 0.563572], [6.127032, -2.565546, 0.681038], [7.047587, -1.846823, -0.621829], [5.162825, -0.992655, -1.679708], [4.330209, -0.905075, -0.076658], [2.995752, -4.075776, -0.409545], [2.400981, -2.409508, -0.751530], [3.228627, -2.777473, 0.655878]], "forces_ev_per_angstrom": [[-0.361, 1.956, 0.527], [0.872, -5.333, -1.014], [-0.981, 1.864, 2.116], [0.970, 0.797, -0.870], [-0.394, -0.507, -0.592], [-0.459, -0.328, -0.383], [0.947, 0.764, 0.919], [-1.574, -1.737, 1.426], [2.269, 0.301, -2.507], [0.244, 0.740, -0.025], [-0.303, 0.449, 0.016], [0.125, 0.309, 0.214], [-0.804, -0.730, -0.356], [0.858, 0.136, 0.264], [-1.025, 0.498, 0.094], [0.717, -0.061, -0.479], [-0.006, 0.313, -0.050], [-0.304, -0.235, -0.037], [0.470, 0.132, -0.269], [-0.032, 0.345, 0.041], [-0.179, -0.171, -0.034], [0.196, 0.025, 0.495], [-1.351, -0.196, 0.593], [-0.084, 0.755, -0.162], [0.545, -0.668, -1.821], [0.385, -0.132, 2.343], [-0.941, 0.698, -1.493], [1.144, -0.858, 0.768], [0.542, -1.163, -0.624], [-0.368, 0.871, -0.826], [0.652, -0.171, 2.919], [-2.379, 0.243, -1.825], [0.422, -0.568, -1.329], [-0.774, 0.558, -0.169], [-0.119, 0.879, -0.013], [-0.809, -0.456, 0.201], [0.322, 0.282, 0.132], [-0.198, -0.207, 0.045], [0.143, 0.674, -0.120], [1.138, 0.249, 0.151], [-0.805, -0.215, -0.119], [-0.338, 0.214, 0.276], [-0.078, -0.092, 0.283], [0.632, -0.092, -0.224], [0.302, 0.252, 0.755], [-0.011, -0.571, 0.494], [0.355, 0.573, 0.183], [0.307, -0.181, -0.012], [-0.304, -1.489, 0.462], [0.944, 2.319, -0.082], [0.190, 0.549, -0.198], [-0.709, 0.987, 0.078], [-0.383, -1.587, -0.341], [-0.341, 0.531, -0.051], [1.777, 0.939, 0.897], [-1.479, -1.270, -0.392], [-0.667, 1.055, -0.364], [0.455, -0.674, -0.053], [-0.182, 0.231, 0.023], [-0.247, -0.423, -0.188], [-1.070, -0.656, 0.279], [-0.896, -0.286, -0.082], [-0.196, -0.121, -0.308], [0.790, -0.144, 0.062], [0.321, -0.073, -0.128], [0.012, -0.313, 0.189], [0.174, 0.541, -0.086], [-0.290, -0.072, 0.067], [-0.709, -0.208, -0.213], [0.489, -0.124, 0.642], [1.072, 0.238, 0.427], [0.232, 0.465, -0.628], [1.898, -0.707, 0.574], [-0.525, -0.997, 0.225], [0.664, -0.061, -0.875], [-1.402, -1.262, 1.375], [0.763, -0.356, -1.452], [0.434, 0.516, -0.404], [0.356, -1.779, 0.038], [0.587, 0.478, -1.169], [-0.983, -0.707, 1.219], [-0.296, 0.018, -0.062], [-0.590, 0.351, -0.409], [0.038, 0.267, 0.437], [0.070, 0.896, 0.380], [-0.649, 0.870, -0.263], [0.358, 0.368, -0.523], [0.146, 0.064, 0.050], [0.255, -0.230, 0.565], [0.461, 0.114, -0.144], [-0.371, 0.407, 0.250], [0.063, 0.073, 0.328], [0.340, 0.489, -0.115], [-0.303, 0.525, 0.282], [-0.453, -0.218, -0.150], [0.209, 0.484, -0.066], [-0.800, 1.237, 1.144], [1.505, 0.191, -0.483], [1.719, 0.720, -0.297], [-1.271, -0.451, -0.340], [0.399, -0.253, 1.076], [-0.311, -1.202, -1.675], [1.200, -0.160, 1.007], [0.366, 0.939, 0.528], [-0.159, 0.080, -0.459], [0.227, -0.871, 0.147], [-0.136, 0.065, 0.096], [-0.286, -1.008, -1.081], [-0.617, 0.231, -0.643], [-0.183, -0.057, 0.590], [-0.790, 0.554, -0.122], [0.051, -0.866, -0.030], [-0.854, -0.426, -1.134], [0.317, 0.659, 0.252], [0.381, 0.734, 0.548], [-0.777, 0.446, 0.477], [-0.278, -0.369, -0.019], [-0.388, 0.018, 0.245], [0.220, -0.447, 0.561], [0.558, 0.085, -0.376], [0.550, -0.508, -1.101], [-1.025, 0.427, 0.631], [-0.337, 0.271, 0.150], [-0.370, -0.486, 1.193], [2.029, -0.296, -0.942], [-0.456, 0.942, -0.385], [-0.290, -1.275, 0.351], [-1.524, 0.820, -0.688], [1.391, -0.744, 0.106], [0.084, 0.090, 0.156], [0.729, 0.096, 0.169], [-0.245, -0.109, 0.326], [-0.093, 0.388, -0.371], [-0.147, -0.268, 0.528], [-0.631, -0.028, 0.024], [-0.018, 0.024, 0.104], [-0.005, -0.200, -0.538], [0.054, 0.211, 0.450], [-0.405, -0.285, 0.094], [-0.065, 0.393, -0.054], [0.586, -0.196, 0.138], [-0.361, 0.231, 0.050], [0.443, -0.249, 0.291], [0.184, 0.779, -0.627], [-0.296, -0.538, 0.198], [1.874, -1.094, 1.257], [0.529, 2.273, 0.216], [0.544, -0.520, 0.607], [-0.058, -0.899, 1.052], [-0.729, 0.792, -1.868], [0.198, 0.310, 0.878], [-1.903, -1.501, 0.341], [0.536, 0.299, 0.762], [-0.927, -0.751, 0.064], [0.506, 0.212, -0.429], [0.243, 0.310, -0.906], [-1.561, 0.253, -0.667], [-0.706, -0.258, -0.310], [-0.574, -0.302, -0.085], [0.356, 0.359, -0.241], [-0.292, -0.270, -0.741], [0.262, 0.351, 0.682], [0.844, -0.122, 0.259], [0.363, 0.637, 0.265], [-0.269, 0.199, -0.208], [0.289, 0.038, -0.726], [0.089, -0.021, -0.854], [0.578, 0.147, 0.379]], "de_lowest_kj_mol": 481.9, "max_force_ev_per_a": 5.50}